This record from the Open Molecules 2025 dataset describes C26H31N3O5 in the gas phase. The level of theory is ωB97M-V/def2-TZVPD.

SMILES: CCOC(=O)N1CCN(C(=O)COc2cccc3c2CCN(Cc2cccc(C)c2)C3=O)CC1
Kohn-Sham gap: 9.3496 eV
ΔE to the lowest compared entry with this formula, charge and spin: 0.0 kcal/mol

CARTESIAN COORDINATES (ANGSTROEM)
1 C 1.858 0.184 2.228
2 C 0.599 -0.566 2.623
3 H 0.616 -1.583 2.220
4 H 0.479 -0.614 3.710
5 O -0.533 0.110 2.067
6 C -1.631 0.196 2.841
7 O -1.730 -0.260 3.955
8 N -2.614 0.906 2.229
9 C -2.527 1.373 0.863
10 H -1.778 0.777 0.342
11 C -3.901 1.211 0.191
12 N -4.569 0.053 0.731
13 C -4.680 -1.159 0.155
14 O -5.259 -2.084 0.693
15 C -4.075 -1.330 -1.245
16 O -2.720 -0.950 -1.352
17 C -1.767 -1.758 -0.778
18 C -2.049 -2.834 0.055
19 C -1.016 -3.596 0.578
20 C 0.298 -3.300 0.277
21 C 0.584 -2.223 -0.557
22 C -0.439 -1.444 -1.083
23 C -0.066 -0.288 -1.963
24 C 1.143 -0.690 -2.799
25 N 2.222 -1.149 -1.953
26 C 2.009 -1.906 -0.851
27 O 2.922 -2.309 -0.148
28 C 3.580 -0.846 -2.371
29 C 3.888 0.611 -2.149
30 C 3.951 1.509 -3.203
31 C 4.184 2.852 -2.955
32 C 4.346 3.302 -1.658
33 C 4.288 2.414 -0.588
34 C 4.060 1.073 -0.850
35 H 4.021 0.362 -0.036
36 C 4.464 2.908 0.816
37 H 3.636 3.561 1.092
38 H 4.498 2.079 1.517
39 H 5.384 3.484 0.905
40 H 4.525 4.351 -1.470
41 H 4.238 3.550 -3.778
42 H 3.831 1.161 -4.220
43 H 4.238 -1.471 -1.761
44 H 3.697 -1.114 -3.426
45 H 1.504 0.168 -3.373
46 H 0.857 -1.485 -3.504
47 H -0.900 -0.013 -2.607
48 H 0.191 0.577 -1.343
49 H 1.116 -3.880 0.674
50 H -1.251 -4.425 1.228
51 H -3.064 -3.085 0.314
52 H -4.216 -2.379 -1.533
53 H -4.615 -0.699 -1.958
54 C -4.953 0.200 2.126
55 H -5.941 0.667 2.196
56 C -3.903 1.052 2.862
57 H -3.805 0.725 3.897
58 H -4.182 2.111 2.847
59 H -5.014 -0.805 2.548
60 H -4.532 2.082 0.398
61 H -3.774 1.124 -0.886
62 H -2.218 2.426 0.838
63 H 2.727 -0.377 2.557
64 H 1.874 1.174 2.677
65 H 1.897 0.288 1.147

This record from the Open Molecules 2025 dataset describes 2 unconnected molecules or ions with the total composition C26H31N4. The level of theory is ωB97M-V/def2-TZVPD.

Kohn-Sham gap: 5.5449 eV
ΔE to the lowest compared entry with this formula, charge and spin: 48.2 kcal/mol
Charge: +1

CARTESIAN COORDINATES (ANGSTROEM)
1 C 4.921 0.856 -1.412
2 N 3.491 0.610 -1.557
3 C 3.136 0.021 -2.835
4 C 2.718 0.559 -0.426
5 N 1.555 -0.016 -0.235
6 C 0.371 0.072 -1.041
7 C 0.068 -0.490 -2.418
8 C 0.137 -1.865 -2.675
9 C -0.445 -2.367 -3.846
10 C -1.103 -1.508 -4.736
11 C -1.088 -0.125 -4.510
12 C -0.468 0.386 -3.371
13 N 3.370 1.124 0.681
14 C 3.789 2.520 0.573
15 C 2.879 0.765 1.999
16 H 5.257 0.577 -0.408
17 H 5.446 0.242 -2.150
18 H 5.164 1.910 -1.598
19 H 2.162 -0.449 -2.786
20 H 3.123 0.789 -3.619
21 H 3.875 -0.745 -3.101
22 H -0.341 -0.483 -0.416
23 H 0.038 1.120 -1.065
24 H 0.639 -2.520 -1.955
25 H -0.401 -3.439 -4.046
26 H -1.605 -1.905 -5.622
27 H -1.565 0.565 -5.209
28 H -0.431 1.464 -3.181
29 H 3.734 2.867 -0.463
30 H 3.134 3.153 1.190
31 H 4.817 2.633 0.943
32 H 2.511 -0.263 1.967
33 H 3.710 0.842 2.711
34 H 2.072 1.440 2.318
35 C -4.381 -1.718 2.237
36 N -3.179 -0.915 2.008
37 C -2.161 -0.986 2.935
38 C -2.326 -1.732 4.110
39 C -1.252 -1.962 4.965
40 C 0.003 -1.380 4.691
41 C 0.153 -0.539 3.596
42 C -0.907 -0.317 2.676
43 C -0.807 0.519 1.551
44 C -1.976 0.826 0.819
45 C -3.149 0.001 0.979
46 C -4.231 0.137 0.092
47 C -4.197 1.093 -0.918
48 C -3.093 1.955 -1.045
49 C -2.033 1.859 -0.157
50 H -4.863 -1.945 1.288
51 H -4.092 -2.676 2.677
52 H -5.100 -1.214 2.899
53 H -3.303 -2.154 4.357
54 H -1.403 -2.583 5.851
55 H 0.847 -1.583 5.357
56 H 1.099 -0.024 3.434
57 H 0.125 1.048 1.358
58 H -5.110 -0.505 0.180
59 H -5.048 1.177 -1.592
60 H -3.078 2.701 -1.844
61 H -1.207 2.574 -0.206

This record from the Open Molecules 2025 dataset describes 2 unconnected molecules or ions with the total composition C26H31N4O2. The level of theory is ωB97M-V/def2-TZVPD.

Kohn-Sham gap: 6.2871 eV
ΔE to the lowest compared entry with this formula, charge and spin: 11.1 kcal/mol
Charge: +1

CARTESIAN COORDINATES (ANGSTROEM)
1 C -3.663 -0.169 2.321
2 C -3.553 -1.688 2.470
3 C -2.066 -1.995 2.610
4 N -1.362 -0.813 2.038
5 N -0.156 -0.549 2.590
6 C 0.612 -1.489 3.027
7 C -2.270 0.357 1.965
8 H -4.403 0.129 1.574
9 H -3.935 0.282 3.280
10 H -4.097 -2.038 3.352
11 H -3.946 -2.205 1.591
12 H -1.798 -2.145 3.671
13 H -1.761 -2.911 2.081
14 H 1.665 -1.231 3.168
15 H 0.262 -2.485 3.349
16 H -2.231 0.777 0.953
17 H -1.937 1.152 2.651
18 C 5.090 1.464 4.149
19 O 4.219 0.740 3.243
20 C 3.501 1.464 2.338
21 C 2.491 0.757 1.638
22 C 1.598 1.461 0.867
23 C 1.817 2.846 0.658
24 C 2.847 3.552 1.269
25 C 3.697 2.858 2.130
26 N 0.901 3.292 -0.294
27 C 0.925 4.588 -0.945
28 C 0.070 2.264 -0.647
29 C 0.450 1.086 0.033
30 C -0.115 -0.187 -0.147
31 C -1.054 -0.426 -1.188
32 C -2.138 0.366 -1.614
33 N -2.634 -0.128 -2.787
34 C -3.699 0.472 -3.572
35 C -1.910 -1.256 -3.165
36 C -0.904 -1.479 -2.190
37 C 0.110 -2.394 -2.427
38 C 0.085 -3.111 -3.653
39 O 1.067 -3.961 -4.048
40 C 2.301 -4.045 -3.310
41 C -0.984 -2.933 -4.581
42 C -1.962 -1.972 -4.357
43 H 5.449 0.700 4.839
44 H 5.936 1.915 3.608
45 H 4.541 2.246 4.697
46 H 2.411 -0.319 1.718
47 H 2.978 4.617 1.094
48 H 4.499 3.377 2.656
49 H 1.566 5.263 -0.371
50 H 1.318 4.508 -1.972
51 H -0.093 4.993 -1.002
52 H -0.692 2.394 -1.407
53 H 0.385 -1.051 0.276
54 H -2.533 1.279 -1.174
55 H -3.881 -0.155 -4.447
56 H -4.620 0.546 -2.980
57 H -3.424 1.482 -3.905
58 H 0.919 -2.512 -1.703
59 H 2.880 -4.782 -3.866
60 H 2.826 -3.080 -3.301
61 H 2.128 -4.390 -2.284
62 H -0.975 -3.540 -5.482
63 H -2.746 -1.787 -5.086

This record from the Open Molecules 2025 dataset describes a molecular structure, C26H31N6O4SSeSiSr. The level of theory is ωB97M-V/def2-TZVPD.

Kohn-Sham gap: 7.3689 eV
ΔE to the lowest compared entry with this formula, charge and spin: 0.0 kcal/mol
Charge: -1

CARTESIAN COORDINATES (ANGSTROEM)
1 Sr -8.957 -19.644 12.424
2 N -8.279 -20.250 15.215
3 C -6.994 -20.854 14.876
4 C -6.794 -22.219 14.780
5 C -5.520 -22.791 14.505
6 C -4.475 -21.916 14.168
7 C -4.714 -20.573 14.087
8 C -5.959 -20.012 14.385
9 C -6.163 -18.519 14.254
10 C -5.298 -17.770 15.090
11 C -5.337 -16.383 14.974
12 C -6.063 -15.766 13.926
13 C -6.761 -16.584 13.047
14 C -6.844 -17.984 13.140
15 H -8.764 -20.848 15.905
16 H -8.203 -19.350 15.610
17 H -7.552 -22.846 15.150
18 H -5.308 -23.865 14.463
19 H -3.640 -22.435 13.733
20 H -3.902 -19.937 13.749
21 H -4.679 -18.239 15.820
22 H -4.815 -15.782 15.736
23 H -6.003 -14.682 13.784
24 H -7.204 -16.141 12.196
25 C -9.302 -24.357 8.824
26 Si -9.007 -22.507 8.352
27 C -10.588 -21.809 7.552
28 C -7.533 -22.393 7.191
29 Se -8.794 -21.438 10.294
30 H -9.732 -24.997 8.088
31 H -9.988 -24.428 9.649
32 H -8.370 -24.737 9.145
33 H -10.897 -22.154 6.550
34 H -10.383 -20.731 7.439
35 H -11.386 -21.916 8.308
36 H -7.515 -23.268 6.572
37 H -6.622 -22.224 7.725
38 H -7.735 -21.606 6.445
39 C -12.453 -15.563 14.940
40 N -11.960 -16.771 14.265
41 C -10.749 -17.371 14.336
42 N -9.825 -16.532 14.867
43 O -10.502 -18.540 13.977
44 H -13.536 -15.493 14.810
45 H -12.047 -14.606 14.656
46 H -12.382 -15.581 16.052
47 H -12.691 -17.339 13.840
48 H -9.841 -15.582 14.587
49 H -8.880 -16.886 15.021
50 O -15.167 -11.989 10.885
51 S -13.820 -11.474 10.920
52 O -13.627 -10.079 10.565
53 O -13.111 -11.905 12.122
54 C -12.970 -12.444 9.592
55 N -12.966 -12.062 8.304
56 C -12.463 -12.830 7.382
57 C -11.941 -14.062 7.645
58 C -12.062 -14.483 8.984
59 N -12.508 -13.627 9.953
60 C -11.504 -15.759 9.529
61 C -11.688 -17.055 9.012
62 C -11.071 -18.157 9.580
63 N -10.263 -18.044 10.619
64 C -10.036 -16.815 11.094
65 C -10.664 -15.680 10.603
66 H -12.397 -12.582 6.339
67 H -11.384 -14.672 6.940
68 H -12.264 -17.162 8.068
69 H -11.102 -19.168 9.264
70 H -9.207 -16.720 11.722
71 H -10.450 -14.735 11.186

Please write out number 2 again, unchanged.
This record from the Open Molecules 2025 dataset describes 2 unconnected molecules or ions with the total composition C26H31N4. The level of theory is ωB97M-V/def2-TZVPD.

Kohn-Sham gap: 5.5449 eV
ΔE to the lowest compared entry with this formula, charge and spin: 48.2 kcal/mol
Charge: +1

CARTESIAN COORDINATES (ANGSTROEM)
1 C 4.921 0.856 -1.412
2 N 3.491 0.610 -1.557
3 C 3.136 0.021 -2.835
4 C 2.718 0.559 -0.426
5 N 1.555 -0.016 -0.235
6 C 0.371 0.072 -1.041
7 C 0.068 -0.490 -2.418
8 C 0.137 -1.865 -2.675
9 C -0.445 -2.367 -3.846
10 C -1.103 -1.508 -4.736
11 C -1.088 -0.125 -4.510
12 C -0.468 0.386 -3.371
13 N 3.370 1.124 0.681
14 C 3.789 2.520 0.573
15 C 2.879 0.765 1.999
16 H 5.257 0.577 -0.408
17 H 5.446 0.242 -2.150
18 H 5.164 1.910 -1.598
19 H 2.162 -0.449 -2.786
20 H 3.123 0.789 -3.619
21 H 3.875 -0.745 -3.101
22 H -0.341 -0.483 -0.416
23 H 0.038 1.120 -1.065
24 H 0.639 -2.520 -1.955
25 H -0.401 -3.439 -4.046
26 H -1.605 -1.905 -5.622
27 H -1.565 0.565 -5.209
28 H -0.431 1.464 -3.181
29 H 3.734 2.867 -0.463
30 H 3.134 3.153 1.190
31 H 4.817 2.633 0.943
32 H 2.511 -0.263 1.967
33 H 3.710 0.842 2.711
34 H 2.072 1.440 2.318
35 C -4.381 -1.718 2.237
36 N -3.179 -0.915 2.008
37 C -2.161 -0.986 2.935
38 C -2.326 -1.732 4.110
39 C -1.252 -1.962 4.965
40 C 0.003 -1.380 4.691
41 C 0.153 -0.539 3.596
42 C -0.907 -0.317 2.676
43 C -0.807 0.519 1.551
44 C -1.976 0.826 0.819
45 C -3.149 0.001 0.979
46 C -4.231 0.137 0.092
47 C -4.197 1.093 -0.918
48 C -3.093 1.955 -1.045
49 C -2.033 1.859 -0.157
50 H -4.863 -1.945 1.288
51 H -4.092 -2.676 2.677
52 H -5.100 -1.214 2.899
53 H -3.303 -2.154 4.357
54 H -1.403 -2.583 5.851
55 H 0.847 -1.583 5.357
56 H 1.099 -0.024 3.434
57 H 0.125 1.048 1.358
58 H -5.110 -0.505 0.180
59 H -5.048 1.177 -1.592
60 H -3.078 2.701 -1.844
61 H -1.207 2.574 -0.206